[1]
{"formula": "C4H10O2", "method": "wB97M-V/def2-TZVPD", "symbols": ["H", "O", "C", "C", "H", "C", "H", "H", "H", "H", "H", "O", "C", "H", "H", "H"], "positions_angstrom": [[-1.363, 1.369, 0.399], [2.080, -1.156, 1.793], [0.914, -0.644, -0.217], [1.172, -0.161, 1.252], [1.714, -0.159, -0.865], [-1.145, 1.092, -0.656], [1.671, 0.932, 1.168], [-0.399, 1.851, -1.064], [1.016, -1.653, -0.228], [0.063, -0.174, 1.745], [1.486, -1.870, 2.149], [-2.331, 1.164, -1.555], [-0.510, -0.360, -0.758], [-0.553, -0.608, -1.737], [-1.236, -0.962, -0.267], [-2.970, 1.651, -0.937]], "forces_ev_per_a": [[-0.16, -0.22, -0.73], [-1.52, 0.27, 1.10], [-0.33, 4.73, -0.19], [-1.24, 0.37, -1.33], [-1.02, -0.79, 0.54], [1.60, 0.01, -1.45], [-1.19, -2.64, 0.94], [-0.81, -0.81, 0.60], [0.60, -3.07, -0.12], [2.85, 0.35, -0.43], [1.07, 1.01, -0.49], [-0.15, 0.97, 3.36], [-0.07, 2.62, 2.64], [-0.09, -0.78, -3.25], [-0.49, -0.95, 0.63], [0.94, -1.06, -1.83]], "e_above_lowest_kj_mol": 227.13, "lumo_energy_ev": 0.824, "gap_ev": 10.96, "smiles": "OCCCCO", "total_energy_ha": -308.81165, "e_homo_ev": -10.14}

[2]
{"formula": "C24H48O18", "method": "wB97M-V/def2-TZVPD", "symbols": ["C", "H", "H", "H", "H", "O", "C", "H", "H", "O", "H", "H", "C", "H", "H", "H", "C", "C", "H", "C", "C", "C", "H", "O", "O", "H", "C", "H", "O", "C", "H", "C", "C", "H", "H", "C", "H", "H", "C", "H", "O", "H", "H", "C", "H", "H", "C", "O", "C", "C", "H", "H", "C", "H", "C", "H", "H", "O", "H", "O", "O", "H", "H", "O", "C", "C", "O", "H", "H", "H", "H", "H", "O", "H", "O", "H", "C", "H", "C", "O", "O", "O", "H", "H", "H", "H", "H", "O", "H", "H"], "positions_angstrom": [[-1.046, 0.013, -1.136], [3.558, 1.027, 0.126], [-0.567, 1.295, 1.993], [-3.027, 3.653, -1.161], [-2.228, -0.423, -5.779], [2.366, 0.585, -1.519], [3.471, 2.433, 2.925], [3.959, -0.499, -0.705], [-4.534, -2.295, 1.557], [4.919, 4.204, 0.331], [4.063, 4.015, -1.566], [6.401, -3.728, -4.639], [1.318, 0.205, -0.804], [1.135, 1.174, 2.405], [-3.514, 2.466, 5.364], [4.308, -1.185, 1.321], [4.550, 4.767, -0.942], [5.992, -3.207, -3.780], [6.151, -2.246, -1.052], [-7.921, 1.408, -2.193], [-3.740, -1.050, -3.735], [-1.702, -0.453, -4.825], [-1.202, -1.056, -0.975], [2.770, 3.620, 0.630], [-0.117, 1.789, 3.934], [4.578, -2.752, 1.984], [-1.816, -2.165, 1.568], [3.543, 1.397, 2.591], [0.248, 0.403, -1.566], [4.467, -1.702, 2.271], [-1.540, 0.554, -4.441], [-1.290, 1.538, 4.503], [2.068, -2.381, 2.827], [-5.667, -2.376, -1.580], [-2.798, 3.219, 6.772], [3.623, 0.527, -0.844], [7.208, -3.600, -0.533], [-1.700, -2.205, 2.648], [-2.686, -3.287, 1.052], [-2.298, -1.219, 1.314], [-2.436, -1.226, -3.880], [3.880, 5.608, -0.791], [-1.340, 0.539, -0.225], [-3.685, 3.240, -1.918], [5.521, -3.889, -1.092], [-7.643, 0.649, -2.925], [0.134, 1.015, 2.780], [-4.398, -0.233, -4.314], [-5.780, 2.294, -2.128], [6.424, -3.295, -1.219], [2.249, -3.419, 3.116], [-4.123, -3.738, 2.489], [-2.732, 2.356, 6.120], [-8.359, 2.265, -2.700], [3.907, 3.676, 1.013], [-0.867, -2.291, 1.059], [5.360, -1.391, 2.803], [-4.182, -1.933, -2.847], [5.898, -2.150, -4.035], [-4.840, 2.711, -1.285], [-5.718, 2.337, -3.320], [-5.716, -0.695, -2.223], [5.475, 5.043, -1.435], [4.374, 3.222, 2.167], [-5.537, -1.745, -2.451], [6.974, -3.344, -2.625], [8.152, -3.473, -2.832], [0.060, -0.048, 3.002], [-0.751, -0.959, -4.947], [1.191, -2.022, 3.359], [-8.638, 0.990, -1.492], [-3.960, 4.016, -2.631], [-2.064, 0.682, 4.164], [-1.750, 0.268, -1.923], [-1.450, 2.385, 5.514], [-2.878, 1.417, 6.649], [-4.132, -3.304, 1.484], [1.835, -2.383, 1.762], [3.238, -1.494, 3.121], [1.363, -0.208, 0.324], [3.222, -0.677, 4.012], [-2.213, -4.179, 0.391], [2.437, 2.744, 2.798], [5.019, -3.599, -3.485], [4.335, 1.088, -1.442], [-3.150, 2.450, -2.449], [-4.727, -3.935, 0.832], [-6.781, 1.777, -1.419], [3.711, 2.442, 3.982], [-6.210, -2.047, -3.252]], "forces_ev_per_a": [[-0.81, -0.08, 0.62], [-0.10, -0.19, -0.06], [-0.06, -0.17, 0.01], [-0.21, -0.03, 0.24], [-0.02, 0.14, 0.04], [0.53, 0.08, -0.27], [-0.70, -0.85, 0.09], [-0.08, -0.05, -0.11], [-0.10, -0.04, 0.01], [0.22, 0.20, -0.34], [-0.14, 0.04, 0.16], [-0.08, -0.05, -0.08], [-0.27, 0.21, -0.09], [0.10, 0.39, 0.31], [0.09, -0.16, 0.00], [0.22, 0.26, 0.18], [0.02, -0.46, 0.02], [0.23, 0.01, 0.50], [0.00, -0.09, 0.24], [-0.08, -0.40, -0.08], [0.21, 0.24, -0.52], [-0.38, 0.09, -0.14], [0.66, -0.04, -0.01], [-0.41, -0.13, -0.16], [0.27, 0.36, 0.26], [-0.08, 0.00, 0.16], [-0.39, -0.20, -0.54], [0.03, 0.02, 0.02], [-0.02, -0.20, -0.46], [-0.14, -0.51, -0.24], [-0.05, 0.05, -0.09], [0.24, -0.06, 0.06], [-0.60, 0.04, -0.17], [-0.10, 0.02, 0.06], [0.23, -0.09, 0.22], [0.07, 0.44, 0.42], [-0.06, 0.06, 0.14], [-0.04, -0.01, 0.11], [0.05, -0.23, 0.39], [0.22, 0.13, 0.13], [0.70, -0.75, 0.45], [0.04, 0.10, -0.10], [0.17, 0.02, -0.02], [0.43, 0.03, -0.46], [0.01, -0.08, -0.05], [-0.04, 0.10, -0.08], [0.01, -0.70, -0.71], [-0.34, 0.28, -0.13], [0.10, -0.27, 0.12], [0.07, 0.38, -0.23], [0.22, 0.06, 0.06], [-0.18, 0.05, 0.00], [-0.58, 0.01, -0.19], [0.10, 0.07, -0.03], [0.10, 0.07, -0.01], [0.28, 0.32, 0.17], [0.02, 0.32, -0.16], [0.23, -0.08, 0.28], [-0.10, 0.00, 0.03], [0.07, 0.07, 0.51], [-0.11, 0.26, -0.56], [-0.04, -0.03, 0.13], [0.06, 0.24, 0.21], [0.36, 0.20, 0.25], [-0.14, 0.03, -0.15], [-0.35, -0.26, -0.31], [0.34, 0.00, 0.00], [-0.24, 0.03, -0.05], [0.03, -0.02, 0.07], [-0.01, -0.02, 0.11], [0.03, 0.04, 0.07], [0.01, -0.02, -0.01], [-0.29, -0.05, -0.04], [0.26, 0.30, -0.14], [0.18, 0.31, -0.04], [-0.05, 0.05, 0.14], [0.24, 0.10, 0.13], [0.10, 0.03, -0.09], [0.27, -0.36, 0.22], [-0.29, -0.31, 0.23], [-0.08, 0.12, -0.04], [-0.04, -0.06, -0.25], [0.09, 0.31, -0.05], [-0.08, 0.05, -0.22], [-0.07, -0.13, -0.24], [-0.09, 0.04, -0.06], [-0.02, -0.03, -0.05], [-0.21, 0.16, 0.31], [0.40, 0.32, -0.07], [-0.03, -0.03, 0.01]], "e_above_lowest_kj_mol": 174.85, "lumo_energy_ev": 0.326, "gap_ev": 9.92, "smiles": "COC(=O)OC.COC(=O)OC.COC(=O)OC.COC(=O)OC.COC(=O)OC.CC(C)=O.CC(C)=O.CC(C)=O", "total_energy_ha": -2297.61125, "e_homo_ev": -9.59}

[3]
{"formula": "C4H16KO4", "method": "wB97M-V/def2-TZVPD", "symbols": ["O", "H", "H", "H", "H", "H", "H", "H", "C", "H", "H", "H", "H", "O", "C", "H", "C", "H", "O", "H", "H", "O", "H", "C", "K"], "positions_angstrom": [[14.128, -6.748, 12.632], [14.804, -7.893, 11.078], [12.351, -6.819, 9.160], [11.523, -3.328, 13.910], [15.567, -4.159, 13.524], [13.429, -4.508, 15.067], [11.121, -5.885, 12.715], [12.730, -5.119, 8.538], [14.516, -4.426, 15.062], [14.762, -3.956, 16.014], [10.686, -5.239, 14.343], [14.925, -8.668, 12.568], [13.316, -8.503, 11.895], [11.550, -3.852, 13.106], [11.979, -5.839, 8.864], [11.287, -6.070, 8.054], [14.269, -7.990, 12.022], [10.845, -4.491, 9.754], [11.291, -5.309, 9.987], [14.930, -6.257, 12.440], [9.753, -4.935, 12.982], [14.965, -3.627, 14.049], [15.032, -5.386, 15.026], [10.798, -5.012, 13.283], [13.701, -4.142, 11.305]], "forces_ev_per_a": [[-0.50, 2.04, 0.58], [-0.44, 0.02, -0.42], [0.48, 0.28, 0.09], [-0.26, 0.63, 0.49], [0.70, 0.25, 0.03], [-0.69, -0.03, -0.14], [0.59, 0.35, -0.40], [0.30, -0.36, -0.32], [1.01, -1.01, 0.81], [-0.16, 0.30, 0.50], [0.10, -0.03, 0.21], [-0.14, 0.06, 0.55], [-0.03, 0.41, -0.02], [0.16, -1.07, -0.53], [-0.52, -0.43, -0.35], [0.03, 0.34, -0.17], [0.96, -2.10, -1.01], [-0.29, -0.04, -0.37], [0.15, 0.40, 1.20], [0.36, -0.40, 0.26], [-0.76, 0.67, -0.51], [-0.19, 0.63, -1.35], [-0.52, -0.19, 0.23], [-0.01, -0.73, 1.04], [-0.33, 0.00, -0.41]], "e_above_lowest_kj_mol": 91.25, "multiplicity": 2, "lumo_energy_ev": [-7.092, -13.986], "gap_ev": [10.44, 3.48], "charge": 2, "total_energy_ha": -1062.12337, "e_homo_ev": [-17.53, -17.47]}

> Number 1 is which compound?

C4H10O2